DFT (wB97M-V/def2-TZVPD) results for 4 unconnected molecules or ions with the total composition C18H41NO12P3 in a non-equilibrium geometry.

Last column: Mulliken charge in e.
Positions of all 75 atoms, in Å:
P 4.65117 4.44690 1.64859  0.88
P -2.78899 2.52663 -0.37536  1.01
P -0.30518 -0.85328 2.49579  0.84
O 6.26469 4.14231 2.12878  -0.31
O -0.56296 -1.53247 1.16690  -0.33
O -3.87716 1.36259 -0.00763  -0.42
O 3.07909 4.95639 1.21341  -0.19
O -1.69722 2.58099 0.66445  -0.66
O -3.75786 3.67815 0.43297  -0.26
O 5.12041 4.62258 0.09069  -0.33
O -1.91316 1.44707 -1.37597  -0.21
O 1.30960 -0.52972 2.04808  -0.28
O 0.23408 -1.94778 3.58802  -0.35
O 4.21383 3.02898 1.91808  -0.52
O -1.92603 -1.13337 2.97526  -0.23
N -1.66338 -5.02041 -3.27320  0.23
C -1.83141 -3.68058 -2.66403  -0.02
C 1.08998 -3.53398 -3.51893  -0.47
C -3.13462 -3.99316 -1.76219  -0.45
C 1.67433 -4.91431 -3.02775  -0.62
C 0.61910 -2.68899 -2.25700  -0.72
C -2.47883 1.21930 -2.66762  -0.74
C -2.78499 -5.65941 -3.47944  -0.05
C -0.34731 -3.24292 3.61702  -0.58
C 7.09690 5.30039 2.24332  -0.73
C -3.40250 0.12657 0.50808  0.20
C 1.87471 -6.03144 -2.57248  0.06
C 2.77671 6.31242 1.56216  -0.75
C -3.96733 -4.71358 -2.92462  -0.67
C 1.84594 0.69132 2.58683  -0.73
C 5.87691 3.58827 -0.52467  -0.64
C -0.77105 -3.13608 -1.63137  -0.08
C -4.53064 4.51775 -0.43374  -0.74
C -2.32719 -0.47653 4.18264  -0.84
H -3.61035 -3.10571 -1.26231  0.22
H -1.61770 -0.67776 4.99050  0.39
H 0.69262 -1.58614 -2.50473  0.32
H -4.08890 -0.21580 1.28459  0.31
H -1.06971 -3.28953 4.43745  0.26
H -3.03949 -4.83838 -1.00622  0.30
H -2.25948 -2.92879 -3.39866  -0.03
H 2.88102 0.79243 2.26573  0.21
H 2.82724 6.44259 2.64524  0.35
H 5.53849 3.47954 -1.55663  0.25
H 1.92291 -2.93622 -4.01499  0.37
H -0.83168 -5.52738 -3.60795  0.27
H -2.37963 2.11751 -3.28216  0.31
H 1.81140 0.67009 3.67910  0.33
H -2.40406 0.21109 0.93259  -0.15
H -5.12762 5.19394 0.17629  0.24
H -3.30646 -0.85701 4.47343  0.27
H -1.93635 0.40053 -3.14218  0.14
H 1.76858 6.54404 1.22149  0.22
H -0.59088 -3.84001 -0.75554  0.39
H -3.53509 0.94272 -2.58836  0.37
H -0.84583 -3.49580 2.68002  0.20
H 8.12608 4.97234 2.38753  0.24
H -4.19872 -3.93484 -3.71643  0.31
H 6.78757 5.89774 3.10451  0.30
H 1.40124 -2.86336 -1.44635  0.34
H -5.19829 3.91297 -1.05296  0.31
H -3.87049 5.10394 -1.07636  0.33
H -1.23278 -2.20235 -1.16507  -0.19
H 6.93224 3.87663 -0.53129  0.24
H 1.96737 -6.98460 -1.98682  0.36
H -2.39691 0.60108 4.01447  0.28
H 5.76563 2.63131 -0.01320  0.32
H 3.48152 6.99518 1.08045  0.31
H -3.39171 -0.61357 -0.29950  -0.10
H 0.30189 -3.69766 -4.30787  0.33
H 7.04569 5.90923 1.33574  0.34
H -4.76825 -5.45329 -2.64139  0.36
H -2.92644 -6.67984 -3.95421  0.42
H 1.27317 1.54490 2.22102  0.35
H 0.44250 -3.97226 3.80595  0.25

Results
Spin multiplicity   1
Kohn-Sham gap   7.10 eV
Net charge   +1
Energy   -2691.57311 Ha
LUMO level   -4.05 eV


DFT (wB97M-V/def2-TZVPD) results for a single C2H3BrN2O2 molecule in a non-equilibrium geometry.

Last column: Mulliken charge in e.
Positions of all 10 atoms, in Å:
Br 3.07995 0.12539 0.03946  -0.02
O -1.14897 1.38268 -0.48390  -0.64
O -2.88268 0.42239 0.37569  -0.61
N -1.71799 0.43163 0.05127  1.19
N -1.04098 -0.68063 0.27525  -0.55
C 0.34157 -0.73975 0.07461  -0.31
C 1.26603 0.38713 0.01146  -0.27
H 0.46315 -1.18302 -0.94208  0.37
H 0.91549 1.40501 -0.11684  0.41
H 0.72443 -1.55084 0.71509  0.42

Results
Spin multiplicity   1
Kohn-Sham gap (spin up / spin down)   8.78 / 5.89 eV
Energy   -2911.76451 Ha
LUMO level (spin up / spin down)   -1.51 / -2.94 eV